Record 1
Molecular formula: C41H100N6O9Y
Method: DFT, wB97M-V/def2-TZVPD

```
157
Properties=species:S:1:pos:R:3:lowdin_charge:R:1
Y -4.05 -1.44 -1.21 1.724
C -4.88 -3.34 2.71 -0.056
C -4.78 -1.84 2.40 -0.565
C -3.78 -1.12 3.30 -0.062
O -4.60 -1.58 1.05 -0.364
H -4.01 -3.93 2.39 0.071
H -5.78 -3.83 2.33 0.065
H -4.95 -3.44 3.79 0.079
H -5.76 -1.45 2.73 0.127
H -3.89 -1.39 4.35 0.086
H -3.85 -0.04 3.11 0.061
H -2.73 -1.37 3.13 0.065
C -0.47 -1.52 0.74 -0.033
C -0.48 -1.14 -0.75 -0.573
C 0.66 -1.78 -1.55 -0.050
O -1.72 -1.36 -1.32 -0.369
H -0.93 -2.48 0.95 0.068
H -1.14 -0.78 1.19 0.052
H 0.50 -1.40 1.23 0.062
H -0.27 -0.07 -0.80 0.097
H 0.48 -2.81 -1.89 0.070
H 1.62 -1.76 -1.03 0.068
H 0.91 -1.21 -2.46 0.053
C -1.27 1.84 -3.61 -0.136
O -2.70 1.87 -3.71 -0.120
H -0.86 1.15 -4.35 0.077
H -0.84 2.83 -3.49 0.084
H -0.90 1.40 -2.67 0.063
H -2.92 0.99 -4.01 0.064
C -6.97 -4.99 -0.95 -0.047
C -5.79 -4.07 -0.76 -0.397
C -4.47 -4.81 -0.69 -0.177
O -3.40 -3.87 -0.71 -0.286
C -2.17 -4.51 -0.43 -0.066
N -5.76 -3.07 -1.90 -0.043
H -7.32 -5.12 -1.98 0.087
H -7.92 -4.64 -0.52 0.091
H -6.79 -5.94 -0.44 0.094
H -6.05 -3.46 0.11 0.112
H -4.37 -5.45 -1.58 0.144
H -4.43 -5.47 0.17 0.144
H -1.32 -3.95 -0.83 0.074
H -2.15 -5.49 -0.91 0.100
H -1.98 -4.71 0.62 0.102
H -6.62 -2.57 -2.14 0.105
H -5.64 -3.69 -2.70 0.105
C 0.30 4.35 -8.68 -0.069
C 0.50 3.80 -7.28 -0.403
C 0.63 2.28 -7.21 -0.182
O 1.07 1.88 -5.91 -0.250
C 1.37 0.51 -5.84 -0.108
N 1.82 4.35 -6.82 0.041
H -0.70 4.12 -9.08 0.075
H 1.09 4.01 -9.35 0.080
H 0.38 5.44 -8.66 0.076
H -0.20 4.17 -6.53 0.134
H 1.36 1.92 -7.95 0.133
H -0.33 1.78 -7.40 0.130
H 1.61 0.28 -4.80 0.069
H 2.23 0.26 -6.47 0.098
H 0.57 -0.14 -6.22 0.091
H 1.55 5.05 -6.14 0.053
H 2.25 3.63 -6.24 0.043
C -2.38 1.88 0.76 -0.021
C -3.85 1.52 0.41 -0.331
C -4.72 2.81 0.36 -0.184
O -5.90 2.47 -0.36 -0.222
C -6.57 3.63 -0.88 -0.064
N -3.92 0.83 -0.94 -0.058
H -1.79 1.87 -0.16 0.081
H -2.00 1.26 1.57 0.059
H -2.38 2.89 1.18 0.085
H -4.22 0.92 1.23 0.101
H -4.19 3.67 -0.07 0.131
H -4.96 3.08 1.39 0.138
H -7.45 3.21 -1.35 0.092
H -5.97 4.11 -1.66 0.093
H -6.73 4.37 -0.09 0.095
H -3.19 1.36 -1.42 0.070
H -4.75 1.34 -1.29 0.089
C -0.94 0.31 6.28 -0.067
C -0.88 0.44 4.78 -0.431
C -0.09 1.68 4.36 -0.179
O -0.11 1.74 2.92 -0.241
C 0.39 2.98 2.39 -0.099
N -0.20 -0.75 4.20 0.069
H -1.59 1.09 6.68 0.083
H 0.02 0.21 6.78 0.081
H -1.43 -0.64 6.48 0.079
H -1.90 0.51 4.40 0.113
H 0.94 1.58 4.74 0.128
H -0.58 2.62 4.63 0.128
H 1.45 2.89 2.59 0.088
H 0.06 3.95 2.76 0.091
H 0.08 3.01 1.34 0.067
H 0.76 -0.74 4.53 0.061
H -0.19 -0.61 3.19 0.024
C 2.20 4.94 -1.04 -0.016
C 3.00 4.33 -2.19 -0.484
C 4.50 4.61 -1.97 -0.133
C 5.07 3.76 -0.81 -0.166
C 4.92 2.33 -1.26 -0.151
C 3.51 1.85 -1.63 -0.496
N 2.81 2.88 -2.42 -0.101
O 1.49 2.57 -2.73 -0.041
C 3.65 0.63 -2.54 -0.042
C 2.74 1.37 -0.38 -0.019
C 2.61 4.92 -3.57 -0.035
H 2.07 4.22 -0.22 0.061
H 1.21 5.27 -1.34 0.081
H 2.72 5.74 -0.52 0.083
H 5.13 4.44 -2.83 0.123
H 4.67 5.61 -1.57 0.118
H 4.63 3.94 0.17 0.112
H 6.15 3.92 -0.73 0.114
H 5.35 1.60 -0.57 0.124
H 5.50 2.14 -2.17 0.120
H 4.08 0.82 -3.52 0.090
H 4.34 -0.12 -2.13 0.092
H 2.67 0.17 -2.71 0.046
H 2.68 2.13 0.40 0.061
H 1.71 1.16 -0.67 0.065
H 3.16 0.52 0.16 0.075
H 3.22 4.35 -4.27 0.080
H 2.84 5.98 -3.69 0.096
H 1.60 4.61 -3.81 0.065
H 1.43 2.43 -3.69 0.072
C 5.72 -2.91 4.36 -0.032
C 4.35 -2.22 4.42 -0.521
C 4.07 -1.50 3.12 -0.122
C 3.58 -2.42 1.96 -0.157
C 2.45 -3.36 2.42 -0.146
C 2.80 -4.14 3.70 -0.509
N 3.30 -3.23 4.73 -0.113
O 3.38 -3.87 5.98 -0.007
C 1.47 -4.78 4.13 -0.042
C 3.81 -5.25 3.37 -0.030
C 4.35 -1.24 5.57 -0.041
H 5.95 -3.52 5.23 0.090
H 6.53 -2.19 4.13 0.088
H 5.86 -3.54 3.48 0.068
H 3.32 -0.72 3.28 0.109
H 5.00 -1.10 2.72 0.119
H 4.45 -2.97 1.60 0.103
H 3.15 -1.76 1.20 0.082
H 2.29 -4.06 1.60 0.123
H 1.55 -2.79 2.64 0.094
H 0.82 -4.05 4.64 0.082
H 0.84 -5.09 3.29 0.078
H 1.63 -5.69 4.71 0.083
H 3.30 -6.14 3.00 0.083
H 4.45 -4.96 2.54 0.066
H 4.43 -5.55 4.21 0.086
H 4.53 -1.84 6.47 0.083
H 3.43 -0.66 5.69 0.075
H 5.12 -0.47 5.54 0.091
H 2.63 -3.47 6.43 0.107
```

- Lowest unoccupied orbital energy: -3.60 eV
- Total charge: +1
- HOMO: -9.47 eV
- Orbital gap: 0.216 Ha


Record 2
Molecular formula: C41H104F6NO19S2V
Method: DFT, wB97M-V/def2-TZVPD

```
174
Properties=species:S:1:pos:R:3:lowdin_charge:R:1
O -12.43 -25.41 8.57 -0.279
V -12.93 -24.70 7.26 0.883
O -14.26 -25.39 6.76 -0.289
C -9.23 -23.18 7.51 -0.657
F -8.25 -22.60 8.17 0.158
F -8.90 -23.29 6.24 0.155
F -9.45 -24.37 8.05 0.135
S -10.84 -22.17 7.63 0.676
O -11.39 -22.45 8.92 -0.281
O -10.49 -20.79 7.44 -0.249
N -11.87 -23.00 6.49 -0.328
S -11.92 -21.98 5.32 0.548
O -12.75 -20.81 5.51 -0.268
O -10.65 -21.73 4.68 -0.267
C -12.84 -22.99 4.03 -0.672
F -12.09 -24.01 3.64 0.132
F -13.98 -23.46 4.55 0.124
F -13.11 -22.27 2.96 0.160
C -12.23 -21.48 12.20 -0.051
C -13.00 -21.89 13.45 -0.505
C -14.32 -21.17 13.61 -0.057
O -13.25 -23.29 13.45 -0.062
H -12.85 -21.60 11.31 0.062
H -11.24 -21.89 12.01 0.061
H -12.06 -20.40 12.33 0.084
H -12.41 -21.58 14.33 0.131
H -14.16 -20.11 13.80 0.080
H -14.93 -21.56 14.43 0.080
H -14.84 -21.32 12.66 0.074
H -12.42 -23.77 13.27 0.041
C -4.87 -25.03 6.01 -0.046
C -5.11 -23.63 5.42 -0.497
C -4.66 -22.57 6.42 -0.067
O -4.54 -23.35 4.15 -0.037
H -3.81 -25.21 6.18 0.080
H -5.17 -25.75 5.24 0.075
H -5.51 -25.22 6.87 0.057
H -6.18 -23.44 5.30 0.125
H -4.73 -21.59 5.94 0.072
H -3.61 -22.71 6.71 0.082
H -5.20 -22.58 7.36 0.068
H -3.59 -23.22 4.27 0.091
C -8.71 -18.16 5.09 -0.057
C -7.91 -18.53 6.33 -0.453
C -7.33 -19.93 6.16 -0.068
O -6.75 -17.66 6.30 -0.069
H -9.68 -18.66 5.07 0.062
H -8.16 -18.27 4.16 0.087
H -8.87 -17.08 5.15 0.085
H -8.44 -18.39 7.27 0.123
H -8.13 -20.67 5.98 0.060
H -6.85 -20.42 7.01 0.065
H -6.76 -19.97 5.23 0.089
H -6.19 -17.88 7.06 0.081
C -12.03 -17.53 7.06 -0.048
C -13.49 -17.08 7.00 -0.472
C -14.26 -17.92 6.01 -0.061
O -14.12 -17.26 8.28 -0.060
H -12.06 -18.60 7.26 0.060
H -11.42 -17.08 7.84 0.079
H -11.56 -17.48 6.08 0.072
H -13.55 -16.02 6.74 0.133
H -13.72 -18.04 5.07 0.082
H -15.22 -17.50 5.73 0.081
H -14.41 -18.97 6.26 0.053
H -13.60 -16.73 8.90 0.083
C -11.34 -28.20 7.04 -0.044
C -10.66 -27.00 6.48 -0.421
C -9.70 -27.28 5.31 -0.019
O -11.72 -26.14 5.95 -0.155
H -12.06 -28.69 6.38 0.090
H -11.91 -28.00 7.95 0.078
H -10.59 -28.95 7.31 0.092
H -10.18 -26.40 7.26 0.115
H -10.19 -27.97 4.62 0.078
H -8.77 -27.70 5.68 0.085
H -9.48 -26.34 4.80 0.085
H -12.13 -26.56 5.15 0.064
C -14.02 -28.71 2.58 -0.035
C -13.86 -27.21 2.76 -0.422
C -15.02 -26.48 3.41 -0.039
O -12.71 -27.04 3.65 -0.095
H -14.98 -28.99 2.12 0.081
H -14.03 -29.22 3.54 0.086
H -13.22 -29.13 1.97 0.078
H -13.53 -26.68 1.87 0.095
H -14.99 -25.40 3.37 0.060
H -15.06 -26.71 4.48 0.082
H -15.95 -26.87 2.99 0.084
H -11.92 -27.27 3.14 0.091
C -12.81 -24.83 0.25 -0.058
C -11.46 -25.52 0.03 -0.455
C -10.36 -24.90 0.86 -0.037
O -11.55 -26.93 0.36 -0.071
H -12.88 -23.90 -0.32 0.082
H -12.96 -24.61 1.30 0.061
H -13.63 -25.48 -0.09 0.076
H -11.18 -25.51 -1.03 0.136
H -9.47 -25.53 0.84 0.085
H -10.64 -24.68 1.88 0.063
H -10.07 -23.97 0.36 0.081
H -12.17 -27.26 -0.30 0.087
C -16.37 -22.42 8.08 -0.019
C -14.90 -21.97 7.92 -0.406
C -14.54 -20.70 8.67 -0.034
O -14.14 -23.10 8.47 -0.134
H -16.49 -22.84 9.07 0.086
H -16.70 -23.05 7.25 0.079
H -17.03 -21.55 7.97 0.083
H -14.55 -21.79 6.90 0.113
H -14.75 -20.77 9.74 0.084
H -15.13 -19.87 8.29 0.079
H -13.48 -20.50 8.55 0.076
H -14.27 -23.10 9.42 0.113
C -10.96 -19.38 2.36 -0.055
C -11.11 -19.25 0.86 -0.466
C -11.42 -20.57 0.15 -0.045
O -12.22 -18.35 0.64 -0.069
H -11.68 -20.04 2.83 0.055
H -10.89 -18.45 2.93 0.077
H -9.97 -19.83 2.54 0.085
H -10.24 -18.74 0.43 0.134
H -11.88 -20.34 -0.81 0.076
H -12.04 -21.21 0.78 0.060
H -10.52 -21.15 -0.05 0.074
H -12.31 -18.13 -0.29 0.077
C -8.36 -17.97 10.88 -0.053
C -7.82 -19.37 11.25 -0.471
C -8.24 -20.44 10.28 -0.051
O -6.38 -19.25 11.20 -0.068
H -8.11 -17.25 11.65 0.075
H -9.46 -18.01 10.89 0.077
H -8.07 -17.62 9.89 0.074
H -8.06 -19.61 12.29 0.133
H -7.66 -21.34 10.42 0.073
H -8.08 -20.04 9.28 0.070
H -9.31 -20.65 10.35 0.078
H -6.09 -18.55 11.78 0.078
C -11.80 -26.45 12.30 -0.039
C -10.53 -25.60 12.44 -0.426
C -10.27 -24.73 11.21 -0.060
O -10.81 -24.71 13.56 -0.083
H -12.39 -26.60 13.19 0.085
H -11.57 -27.37 11.76 0.081
H -12.49 -25.93 11.62 0.073
H -9.67 -26.19 12.76 0.132
H -11.14 -24.18 10.87 0.060
H -9.88 -25.38 10.42 0.069
H -9.46 -24.01 11.34 0.074
H -9.95 -24.36 13.84 0.098
C -16.68 -24.66 0.56 -0.049
C -16.87 -23.15 0.64 -0.487
C -15.60 -22.39 0.24 -0.048
O -17.93 -22.77 -0.24 -0.054
H -16.04 -25.03 1.36 0.048
H -16.20 -24.89 -0.40 0.079
H -17.65 -25.15 0.49 0.078
H -17.14 -22.85 1.66 0.134
H -15.35 -22.63 -0.80 0.085
H -14.79 -22.85 0.80 0.049
H -15.70 -21.32 0.37 0.085
H -18.75 -23.13 0.10 0.084
C -6.39 -24.46 10.07 -0.053
C -5.98 -25.64 10.94 -0.489
C -6.53 -26.98 10.44 -0.051
O -4.56 -25.70 10.97 -0.050
H -5.99 -24.59 9.07 0.067
H -5.97 -23.51 10.38 0.085
H -7.48 -24.38 10.13 0.048
H -6.37 -25.44 11.95 0.131
H -7.52 -26.83 10.01 0.066
H -6.61 -27.68 11.26 0.076
H -5.96 -27.36 9.59 0.083
H -4.27 -26.47 11.48 0.086
```

- Lowest unoccupied orbital energy: -0.92 eV
- Total charge: 0
- HOMO: -9.60 eV
- Orbital gap: 0.319 Ha


Record 3
Molecular formula: C41H105CuKN5O15
Method: DFT, wB97M-V/def2-TZVPD

```
168
Properties=species:S:1:pos:R:3:mulliken_spin:R:1
Cu 1.21 -3.25 -3.02 1.525
K 1.92 -4.41 0.54 0.225
C 2.82 -1.19 3.50 0.000
C 3.59 -2.54 3.33 0.001
O 4.03 -3.04 2.05 0.007
H 1.89 -1.21 2.93 0.001
H 3.48 -0.36 3.22 0.000
H 2.58 -1.15 4.57 0.000
H 2.84 -3.15 3.84 0.000
H 4.44 -2.62 4.00 0.000
C 0.55 0.38 -0.46 -0.006
C 0.85 -1.01 -0.08 -0.028
C -0.38 -1.65 0.65 0.037
O 1.44 -1.94 -1.10 0.388
H 0.54 1.06 0.39 -0.007
H -0.43 0.42 -0.95 0.005
H 1.31 0.75 -1.15 0.002
H 1.62 -0.92 0.68 0.056
H -1.34 -1.82 0.16 -0.038
H -0.78 -0.99 1.42 0.009
H 0.03 -2.50 1.21 -0.004
C 6.61 -0.30 -3.67 0.000
O 5.29 -0.52 -3.31 0.003
C 4.38 0.23 -4.17 0.001
C 2.96 -0.12 -3.88 0.000
N 2.67 -1.53 -4.16 -0.010
C 2.51 -1.84 -5.61 -0.025
C 2.40 -3.29 -5.99 0.028
O 1.28 -3.77 -5.38 -0.171
C 0.69 -5.07 -5.77 0.019
H 6.90 -0.59 -4.68 0.000
H 7.26 -0.88 -3.01 0.000
H 6.92 0.74 -3.57 0.000
H 4.66 0.17 -5.22 0.000
H 4.55 1.28 -3.96 0.001
H 2.41 0.43 -4.64 0.001
H 2.60 0.17 -2.89 0.004
H 3.46 -2.03 -3.79 0.001
H 3.37 -1.51 -6.19 -0.001
H 1.75 -1.26 -6.13 0.000
H 3.29 -3.86 -5.74 -0.012
H 2.23 -3.39 -7.06 0.006
H 1.09 -5.92 -5.20 -0.001
H 0.76 -5.17 -6.85 0.007
H -0.37 -5.11 -5.53 0.006
C -0.09 -2.30 8.83 0.000
O -0.75 -3.53 8.59 0.000
C -0.06 -4.34 7.68 0.000
C -0.03 -3.75 6.25 0.000
N -1.49 -3.58 5.75 0.000
C -1.56 -2.74 4.51 0.000
C -2.89 -2.05 4.09 0.000
O -3.26 -0.90 4.84 0.000
C -3.37 -0.87 6.30 0.000
H -0.11 -1.61 7.98 0.000
H 0.94 -2.35 9.17 0.000
H -0.72 -1.89 9.63 0.000
H -0.66 -5.24 7.66 0.000
H 0.93 -4.69 7.98 0.000
H 0.44 -4.39 5.51 0.000
H 0.43 -2.76 6.20 0.000
H -1.90 -2.99 6.45 0.000
H -0.96 -3.15 3.70 0.001
H -0.92 -1.86 4.65 0.000
H -3.68 -2.79 3.92 0.000
H -2.76 -1.69 3.07 0.000
H -2.43 -0.50 6.72 0.000
H -3.58 -1.88 6.64 0.000
H -4.20 -0.19 6.49 0.000
C -3.74 -3.63 0.57 -0.011
O -4.91 -3.19 -0.08 0.002
C -6.05 -3.20 0.70 0.000
C -5.95 -1.81 1.48 0.000
N -5.64 -0.55 0.63 0.000
C -4.83 0.33 1.46 0.000
C -5.56 1.06 2.60 0.000
O -4.73 2.17 3.12 0.000
C -5.34 2.60 4.29 0.000
H -3.98 -4.43 1.27 0.000
H -3.11 -2.87 1.03 -0.001
H -3.15 -4.09 -0.22 0.011
H -6.07 -4.08 1.35 0.000
H -6.97 -3.25 0.11 0.000
H -5.37 -1.96 2.38 0.000
H -6.98 -1.59 1.77 0.000
H -5.03 -0.84 -0.13 0.000
H -4.59 1.15 0.79 0.000
H -3.91 -0.18 1.76 0.000
H -5.78 0.35 3.40 0.000
H -6.51 1.41 2.20 0.000
H -4.92 3.40 4.89 0.000
H -5.25 1.82 5.05 0.000
H -6.41 2.80 4.28 0.000
C 10.60 1.71 1.03 0.000
O 9.36 1.19 0.52 0.000
C 9.53 -0.19 0.22 0.000
C 8.29 -0.68 -0.45 0.000
N 7.15 -0.90 0.40 0.000
C 6.79 0.20 1.30 0.000
C 6.18 1.35 0.45 0.000
O 4.96 1.20 -0.14 -0.001
C 4.36 2.43 -0.56 0.000
H 10.25 2.72 1.25 0.000
H 11.46 1.68 0.37 0.000
H 10.83 1.30 2.02 0.000
H 9.78 -0.74 1.12 0.000
H 10.38 -0.37 -0.43 0.000
H 8.50 -1.63 -0.94 0.000
H 7.95 -0.08 -1.29 0.000
H 7.21 -1.79 0.87 0.000
H 7.62 0.50 1.94 0.000
H 5.98 -0.18 1.93 0.000
H 6.90 1.66 -0.31 0.000
H 6.00 2.18 1.13 0.000
H 3.44 2.09 -1.03 0.000
H 4.94 2.97 -1.31 0.000
H 4.18 3.32 0.04 0.000
C -6.60 7.22 -7.92 0.000
O -5.89 6.04 -7.89 0.000
C -5.43 5.74 -6.59 0.000
C -5.14 4.26 -6.86 0.000
N -4.41 3.61 -5.79 0.000
C -5.11 3.61 -4.52 0.000
C -4.26 2.81 -3.55 0.000
O -4.34 1.44 -3.83 0.000
C -3.93 0.52 -2.71 0.001
H -7.11 7.37 -8.87 0.000
H -5.90 7.99 -7.61 0.000
H -7.35 7.21 -7.13 0.000
H -6.08 5.97 -5.74 0.000
H -4.47 6.22 -6.40 0.000
H -4.57 4.11 -7.78 0.000
H -6.08 3.77 -7.10 0.000
H -4.30 2.67 -6.15 0.000
H -6.10 3.15 -4.53 0.000
H -5.07 4.65 -4.23 0.000
H -4.48 3.00 -2.50 0.000
H -3.23 3.14 -3.68 0.000
H -4.44 0.71 -1.76 0.000
H -2.87 0.52 -2.47 0.000
H -4.16 -0.40 -3.24 0.000
C 0.32 1.89 3.56 0.000
C -1.16 1.67 3.71 0.000
O -1.88 2.77 3.12 0.000
H 0.63 2.72 4.19 0.000
H 0.65 1.99 2.52 0.000
H 0.68 0.89 3.83 0.000
H -1.49 1.41 4.72 0.000
H -1.56 0.94 3.01 0.000
H -2.84 2.75 3.10 0.000
C -3.12 -3.03 -3.04 -0.006
C -1.73 -2.37 -2.70 -0.105
O -0.83 -2.56 -3.78 -0.016
H -3.88 -2.68 -2.35 0.003
H -3.03 -4.12 -3.12 -0.009
H -3.30 -2.68 -4.05 0.005
H -1.23 -2.66 -1.77 0.113
H -1.79 -1.28 -2.71 -0.025
H -1.09 -1.84 -4.36 0.008
C 0.72 4.89 0.49 0.000
C 1.42 4.91 1.81 0.000
O 1.89 6.23 2.02 0.000
H 1.37 5.38 -0.23 0.000
H -0.24 5.41 0.42 0.000
H 0.50 3.86 0.21 0.000
H 2.28 4.24 1.74 0.000
H 0.85 4.50 2.65 0.000
H 2.13 6.44 1.11 0.000
```

- Lowest unoccupied orbital energy (alpha / beta): -0.09 / -1.73 eV
- Total charge: 0
- Spin multiplicity: 3
- <S²>: 2.0138
- HOMO (alpha / beta): -5.38 / -5.86 eV
- Orbital gap (alpha / beta): 0.194 / 0.152 Ha


- Which of these has the highest total charge?
  C41H100N6O9Y